Record 1
Below is a structure of composition C38H36BrN10O6PSTi, with properties calculated with ωB97M-V/def2-TZVPD.

The geometry in XYZ format:
```
94
Properties=species:S:1:pos:R:3:forces:R:3
P -2.56609 -1.83200 -2.34057 -0.041 -0.140 0.044
N -3.81950 -2.84918 -0.05745 0.014 0.018 0.059
H -3.64656 -0.86408 -4.69906 0.017 -0.003 -0.009
C 2.39655 1.03493 -1.17406 -0.074 0.082 -0.049
C 0.46864 -3.50951 3.39364 0.007 0.002 -0.004
C -2.55503 1.99637 -3.35110 0.001 -0.001 -0.028
C 0.83028 -3.54030 -1.47579 0.006 0.037 0.022
C 5.42568 -3.06652 3.19177 -0.004 -0.007 0.035
C -2.13067 5.97680 3.55370 0.016 -0.075 -0.034
C 4.43624 1.91764 1.65096 -0.011 -0.016 0.027
H 0.11178 -2.73750 4.06503 0.004 0.008 -0.005
C 3.34718 2.59620 -3.10929 -0.104 0.045 -0.072
C -1.23549 2.43004 1.38270 0.051 -0.357 -0.073
H 1.11256 -1.14126 1.65023 -0.007 -0.018 0.020
C -2.75378 3.80506 2.71003 0.029 -0.065 -0.077
H 7.50309 -2.61673 0.55637 0.002 -0.002 0.004
N -1.94567 0.83325 -1.56788 0.154 0.043 -0.158
H 1.85507 1.54070 -3.67107 0.065 -0.159 -0.055
C -2.94383 -1.69869 1.58748 0.048 -0.066 -0.012
H -2.77721 2.74556 -4.09035 -0.002 0.002 0.001
C 0.66473 0.33674 2.76830 -0.189 0.136 -0.073
H 0.28692 -0.79111 -4.44369 -0.087 -0.199 -0.045
H -3.85770 -4.60615 -1.20020 -0.009 -0.001 -0.009
N -2.75821 0.66457 -3.59262 0.030 0.044 -0.080
H 5.51454 -1.40180 -0.29006 -0.001 -0.006 -0.003
C -2.92855 -1.96570 -0.56002 -0.005 0.064 -0.017
C 5.49282 -1.87597 0.68350 0.028 -0.010 0.014
O 0.52013 -0.34645 -0.94472 0.418 -0.048 -0.350
C 3.19834 1.97992 -1.76837 0.131 0.027 0.023
C -0.84199 5.78044 3.06661 -0.025 0.048 0.020
C 1.23981 0.32196 -1.76638 -0.033 -0.014 0.307
H -4.07091 5.06919 3.79132 0.001 -0.003 -0.007
H -1.12975 -1.82067 -4.79525 -0.005 -0.044 -0.002
N 2.74320 0.88593 0.14359 0.053 -0.061 0.019
O 4.21386 3.41753 -3.29916 0.035 -0.024 0.009
C 0.03702 -5.43477 2.01715 -0.016 0.005 0.019
H 5.39006 -3.52554 4.17139 -0.006 -0.005 -0.006
H 1.73425 -6.22543 0.97481 0.004 0.002 0.000
H 1.10493 2.08108 3.41155 -0.005 -0.002 0.028
C -2.35813 -0.02162 -2.48851 -0.170 -0.072 -0.012
C 6.57373 -3.14643 2.41524 0.002 0.000 -0.004
O -0.16946 2.16047 0.66317 -0.047 0.126 -0.117
C -0.41001 -4.45500 2.89351 0.007 0.004 -0.014
H -0.65182 -6.16853 1.62000 0.002 0.005 -0.007
H 3.48902 -1.24107 1.08916 -0.023 0.003 0.002
H 4.32671 2.94583 1.99885 0.003 0.010 0.001
C 2.26338 -4.51616 2.14613 0.018 -0.033 0.025
H 7.44128 -3.67273 2.79153 0.000 0.002 0.002
C -2.05336 2.08873 -2.08892 0.013 0.014 0.051
C 4.34584 -1.79165 1.45777 -0.029 0.045 -0.033
H -2.37970 6.88886 4.07764 -0.008 -0.002 0.005
O -2.09789 1.41550 1.37515 0.129 -0.023 -0.028
Ti -0.91052 0.30542 0.23660 -0.254 0.342 0.856
N -0.44469 -3.16054 -1.16172 -0.079 -0.127 -0.048
H -0.07555 6.52498 3.23729 -0.003 -0.001 0.000
C -0.51268 4.62901 2.38554 0.033 -0.100 -0.023
N 0.35947 -0.51401 1.92199 0.061 -0.085 -0.006
H 1.44101 -4.08889 -0.77889 0.004 -0.009 0.014
H -2.67659 -1.25698 2.53205 -0.008 -0.007 0.005
C 1.81208 -3.53475 3.02031 -0.068 0.047 -0.053
O 0.99671 0.40994 -2.98000 0.052 0.223 0.193
H 0.47767 -2.38502 -5.23665 0.015 -0.015 -0.011
N 0.77811 1.14404 3.65112 0.141 0.035 -0.036
H -1.45315 -4.41390 3.17994 0.001 -0.011 0.003
C 6.60732 -2.55422 1.16083 -0.011 0.006 -0.017
H -3.48582 3.01985 2.57997 0.005 -0.002 -0.009
C 1.37357 -5.46198 1.65321 0.008 -0.008 -0.003
H -4.47103 -3.28364 1.93668 0.000 0.000 -0.001
O 2.50097 2.20874 -4.04507 0.068 0.157 0.009
Br 1.34533 4.41465 1.96711 -0.032 -0.001 -0.012
N 4.04292 2.39698 -0.77863 -0.025 -0.003 -0.036
C -4.54802 -3.86605 -0.79821 -0.003 0.018 0.024
H 5.50081 1.69056 1.57461 -0.003 0.001 -0.018
C 3.73679 1.71820 0.35355 -0.055 -0.019 0.020
H -2.42615 0.08374 -5.58057 -0.014 -0.005 -0.013
C -0.08062 -1.81633 -4.49628 -0.076 0.017 -0.166
H -5.23827 -4.35553 -0.11661 -0.005 0.001 -0.006
H 3.30410 -4.54936 1.85233 -0.001 0.007 -0.007
C -3.23814 0.13108 -4.85565 -0.017 -0.010 0.033
H 2.05423 -3.18750 -3.31550 -0.001 -0.001 0.003
N -2.37752 -1.26893 0.42253 -0.283 -0.084 -0.188
H -5.11270 -3.41145 -1.60905 0.014 -0.009 -0.017
H -4.02529 0.77735 -5.23684 0.003 0.005 -0.009
S 2.84621 -2.26643 3.71238 0.055 -0.036 0.013
C 4.30917 -2.39156 2.71211 0.031 -0.004 -0.006
H -1.75519 2.95305 -1.51895 -0.008 0.013 -0.016
N 0.04496 -2.46221 -3.20636 -0.018 -0.080 -0.060
H 3.99318 1.25458 2.39101 0.000 -0.002 -0.002
C -1.46359 3.59818 2.12994 -0.012 0.212 0.148
H 4.73858 3.11279 -0.92340 -0.001 0.003 0.005
C -0.88272 -2.50966 -2.21902 0.104 0.130 0.059
C 1.15522 -3.10481 -2.72891 -0.004 0.014 -0.013
C -3.83392 -2.69020 1.30508 0.009 -0.020 -0.012
C -3.07387 4.95376 3.38351 -0.005 0.093 0.046
```
Positions in Å, forces in eV/Å.

Values from the calculation:
E_LUMO (spin up / spin down): 0.14 / 0.13 eV
HOMO-LUMO gap (spin up / spin down): 4.559 / 8.202 eV
2S+1: 3
Energy above the lowest of the compared OMol25 structures with the same formula, charge and spin: 7.3 kcal per mole
E: -180463.5170 eV

=====

Record 2
Below is a structure of composition C38H36CaClN2O7P2, with properties calculated with ωB97M-V/def2-TZVPD.

The geometry in XYZ format:
```
87
Properties=species:S:1:pos:R:3:forces:R:3
C -2.28284 2.25398 -0.97923 -0.229 -0.046 0.030
H -3.26999 -4.52109 1.72950 -0.015 0.020 0.006
C -0.50247 0.90692 -3.18861 0.265 -0.032 0.039
H 0.61508 -1.09140 3.73253 -0.251 0.000 0.575
H -1.99802 1.12556 -6.78663 0.019 -0.022 -0.011
H -1.35688 0.35698 5.07604 0.038 0.027 -0.022
O 2.01916 -2.07492 1.13195 0.150 -2.483 -1.058
H 1.57193 -4.33213 0.01922 -0.064 -0.011 -0.033
C 2.54675 0.67988 4.42968 0.062 0.239 0.877
C -0.37438 0.32262 4.59563 0.095 0.118 -0.093
H -1.13224 1.72343 3.16958 -0.058 -0.031 -0.172
H -0.29704 2.15516 1.22069 -0.179 -0.196 0.022
C 3.72556 1.86119 -1.52160 -0.076 -0.049 -0.027
H 5.94430 -1.31584 1.56732 -0.050 0.023 -0.037
H 4.65166 1.30382 -1.43533 0.028 0.035 -0.060
O 2.55906 3.40010 0.64995 -0.300 -0.302 0.200
H -6.78591 0.87984 2.09879 0.015 0.010 0.001
C -1.66468 -0.11626 -5.06260 -0.073 -0.062 0.001
C 2.15802 1.85839 3.49960 0.192 -0.138 0.301
C 5.30745 -3.43072 0.29785 -0.019 0.076 0.027
H -2.13528 2.86160 -0.07678 0.081 -0.014 0.002
H -2.28975 -5.60210 -0.27092 0.014 0.007 0.018
Ca 2.02276 -0.23401 1.91616 -1.647 -0.838 0.120
N -1.69237 0.91970 -0.87319 0.599 0.055 0.540
C 1.76144 2.44770 0.58822 -0.463 1.024 0.069
C -4.54293 -0.09782 -0.88258 -0.036 -0.007 0.016
C -1.56720 1.05708 -5.79547 0.030 0.071 -0.019
H 0.40132 3.99137 -1.73979 -0.054 -0.035 -0.162
H -6.34962 -0.16369 -2.02845 0.001 0.000 0.004
C -0.36358 2.05610 -3.96445 0.011 -0.107 -0.015
H -7.79052 0.47913 -0.12233 -0.002 -0.016 0.011
H 2.51216 4.84015 -2.58810 -0.037 0.009 0.005
C -2.08664 -1.75140 0.15583 0.122 -0.023 0.109
C -1.51066 -2.37356 -0.94268 -0.057 0.059 0.113
P -2.12447 0.04334 0.58965 -0.426 0.123 -0.296
O 2.37934 -0.48296 3.91755 0.316 -0.207 2.363
C -4.78047 0.50355 1.42813 0.132 0.000 -0.027
H 6.35788 -3.17692 0.38149 0.010 -0.019 0.029
O -0.32906 -0.86220 3.82150 -0.023 -0.046 -0.209
C -2.71864 -2.54639 1.11719 0.177 0.032 -0.072
O 4.19420 -0.41618 1.92048 1.358 -0.450 -0.163
H -3.90357 -0.37569 -1.71319 -0.005 0.014 -0.030
C -0.21847 1.59344 3.74360 -0.159 -0.460 0.120
C -1.14879 -0.18417 -3.77867 0.024 -0.052 -0.035
H -0.12015 2.45714 4.41839 0.018 0.030 -0.064
H 0.57442 3.47575 2.00465 0.044 -0.043 -0.019
C 2.49478 1.19262 -0.98559 0.098 0.285 -0.203
C 4.93216 -4.59264 -0.31319 0.021 0.032 0.026
C 2.44812 3.83491 -2.18824 -0.300 0.123 -0.112
Cl 6.13723 -5.68007 -0.95394 0.067 -0.073 -0.053
H 4.57990 3.50316 -2.50074 0.026 -0.019 0.034
H -1.26188 -1.11009 -3.23054 -0.038 0.140 -0.146
H 0.37835 0.29756 5.38528 -0.033 -0.046 0.026
C 4.34882 -2.53908 0.81442 -0.423 -0.134 -0.025
H 0.18252 2.89951 -3.58417 -0.008 0.091 0.032
O 2.48080 1.04499 0.44527 0.551 2.026 -2.826
H 3.29481 -5.85908 -0.89525 -0.013 -0.001 0.008
H -0.81366 3.06522 -5.79590 0.044 -0.021 -0.023
H -2.15659 -0.98139 -5.49077 -0.001 -0.014 0.029
C 1.21402 2.07673 -1.04270 0.059 -0.604 0.117
C -6.15624 0.61080 1.25954 -0.095 -0.009 0.034
C 2.62281 -4.08443 0.08096 -0.098 0.087 0.042
H 2.41655 0.19771 -1.45011 -0.054 0.032 0.171
C 4.84082 -1.35106 1.47168 0.394 0.058 0.019
H -1.83446 2.77530 -1.82348 0.006 0.014 -0.018
H -0.97866 -1.78970 -1.67189 0.104 -0.036 0.149
C -1.59348 -3.75088 -1.09897 0.023 -0.064 -0.047
P -0.04347 0.69876 -1.38058 -0.222 0.344 -0.398
H 2.06817 2.77546 4.08759 0.065 0.015 -0.046
C 3.57463 -4.92810 -0.41868 0.071 0.077 0.036
C -2.78700 -3.91939 0.96974 -0.059 -0.024 0.056
C -0.90451 2.13865 -5.24174 -0.049 -0.005 -0.042
N 0.90641 1.53148 2.80172 -0.837 1.398 0.513
H -3.35778 2.17956 -1.15299 0.016 0.081 -0.030
C 0.65202 2.43090 1.67098 0.197 0.148 -0.158
C 1.27306 3.34578 -1.77603 0.294 0.106 0.240
H -4.33222 0.69108 2.39788 -0.016 0.037 -0.006
H -1.14473 -4.21579 -1.96898 0.012 0.005 0.012
C -3.96414 0.15401 0.36022 0.098 0.154 0.121
C 2.94596 -2.83893 0.70641 0.271 -0.413 -0.233
H 2.96321 1.99951 2.77090 -0.035 0.140 -0.010
C -6.72116 0.37957 0.01658 -0.007 0.009 0.022
H -3.14633 -2.07408 1.99285 -0.031 -0.030 0.087
C -5.91048 0.02242 -1.05579 0.021 -0.036 -0.057
C -2.23112 -4.52765 -0.14765 0.002 -0.051 -0.045
O 2.94100 0.93203 5.56308 0.080 0.066 -0.219
C 3.67592 3.06016 -2.09771 0.221 -0.169 -0.051
```
Positions in Å, forces in eV/Å.

Values from the calculation:
E_LUMO: 2.32 eV
HOMO-LUMO gap: 7.354 eV
Energy above the lowest of the compared OMol25 structures with the same formula, charge and spin: 147.2 kcal per mole
E: -106844.0722 eV
Net charge: -1

=====

Record 3
Below is a structure of composition C38H36F3O2P2Re, with properties calculated with ωB97M-V/def2-TZVPD.

The geometry in XYZ format:
```
82
Properties=species:S:1:pos:R:3:forces:R:3
H 1.90226 -0.23735 -6.29937 0.001 0.001 0.003
H -3.57170 -3.28114 -4.21402 -0.003 0.002 -0.002
O 4.39509 1.34003 0.55518 0.074 0.002 -0.018
F 2.65644 1.83877 -2.24785 -0.040 -0.034 -0.024
H -2.59144 1.72680 -1.12352 0.042 0.066 -0.015
C 0.99193 3.62431 0.04436 0.002 0.005 0.002
H -5.21276 1.86544 4.05739 -0.001 0.000 0.002
C -0.81241 -2.82007 3.01501 -0.008 0.004 -0.011
H 1.03425 -3.89527 0.29685 0.007 -0.003 -0.001
H -2.31844 3.76152 1.54707 0.003 0.000 -0.001
H -0.48943 -4.49151 0.94844 0.001 -0.006 0.002
H -2.28808 -0.50074 2.01586 0.000 0.018 0.003
C 3.76110 -1.47089 2.21844 -0.005 -0.011 0.007
H -1.37768 -2.24306 -3.86605 -0.013 0.004 -0.003
H -1.36731 1.52782 -3.22312 -0.018 0.001 0.007
H -1.71414 -3.35215 2.70630 0.000 0.001 -0.002
H 4.75348 -1.81022 1.95196 0.001 0.003 0.002
C 2.66054 -2.22074 1.84626 -0.001 -0.006 0.018
H -4.25717 3.91157 3.05391 0.000 -0.001 0.002
C -3.81454 0.55426 3.10010 0.011 0.003 -0.006
C 0.10680 -2.60533 1.80457 -0.002 -0.030 -0.009
H 0.08353 2.40970 3.07723 0.010 0.001 0.009
H -4.22903 -0.34243 3.54169 0.001 -0.001 0.001
C -0.55586 -1.76690 0.73282 0.117 0.198 -0.138
H -0.29913 -3.42517 3.76440 -0.004 0.002 0.005
C 1.21597 -0.59614 2.88732 -0.012 -0.011 -0.046
H 0.77895 3.52658 -1.01158 -0.006 -0.021 -0.027
F 3.81814 0.00756 -2.35169 -0.067 -0.117 -0.056
C 0.43743 -3.97795 1.20602 -0.018 0.016 0.003
H -2.92336 -0.18990 -0.42134 -0.027 -0.121 -0.011
C -2.18450 1.61242 1.67906 -0.010 -0.013 -0.031
H -5.45275 -2.76549 -2.69550 -0.001 0.000 0.002
C -2.18805 -2.01154 -3.18798 0.011 -0.041 0.001
P -0.38854 -0.28963 -1.90689 -0.028 0.025 -0.121
H -1.57038 3.15243 -1.15857 0.013 -0.004 0.001
H 2.88940 -2.47584 -5.96898 -0.001 0.000 -0.001
H 2.81006 -3.14936 1.31358 0.001 0.003 -0.002
F 4.80436 1.89769 -2.01436 0.040 0.038 0.016
O 2.39318 0.45391 0.10218 0.218 -0.109 -0.355
C -4.48498 -2.30932 -2.53560 -0.002 0.008 0.010
Re 0.56747 -0.31617 0.22691 -0.202 -0.226 0.520
H 3.00650 5.38061 2.11834 -0.001 0.003 0.001
C -4.36529 1.79302 3.38885 0.002 0.008 0.002
P -0.81841 1.52521 0.49819 0.070 0.046 -0.091
C 3.54350 0.99056 -0.20789 -0.158 0.195 0.140
C -0.78914 1.45994 -2.30070 0.037 -0.043 0.035
H 0.16844 1.96145 -2.45320 0.003 0.047 -0.014
C -3.43132 -2.59834 -3.38679 0.005 0.003 -0.002
C 2.25068 4.67452 1.80200 -0.006 -0.008 0.012
C 3.72613 1.18963 -1.73179 -0.046 -0.010 -0.001
C 1.95609 4.53374 0.45425 -0.001 -0.006 -0.016
H -1.11478 -1.88650 3.48674 -0.001 0.012 -0.005
C 0.65806 -0.92616 -3.22906 0.009 0.013 0.028
C 1.36226 -1.80325 2.17905 0.001 0.032 -0.014
H 1.79460 4.03304 3.79821 -0.005 -0.002 0.004
C -1.98695 -1.13509 -2.12537 -0.060 0.043 -0.005
C 0.90129 -0.22739 -4.40649 0.001 0.030 -0.002
C 2.33646 0.14269 3.26973 0.009 -0.002 0.024
H 4.46868 0.29375 3.21634 -0.007 -0.009 -0.003
H 1.02476 -2.73756 -2.12895 0.005 0.003 -0.002
C 1.21664 -2.19116 -3.04689 0.056 0.012 0.055
H 0.23534 -0.28765 3.22761 0.001 0.010 0.008
C 3.60288 -0.28817 2.93421 -0.002 -0.015 0.030
C -3.82879 2.94500 2.82502 -0.004 0.007 -0.006
H -5.11336 -1.20193 -0.80478 -0.001 -0.002 0.005
C 1.70745 -0.78628 -5.38787 0.012 -0.007 -0.009
H 0.47299 0.75319 -4.56878 0.000 0.005 0.011
C -3.05539 -0.85248 -1.26851 0.051 -0.048 0.050
C 0.61523 3.00029 2.33986 -0.014 0.016 -0.011
C -2.72384 0.46405 2.24510 -0.011 -0.033 0.042
H 0.97875 -4.59457 1.92585 0.003 -0.003 -0.003
C 2.01082 -2.75113 -4.03233 0.024 0.007 0.004
H 2.20964 1.05363 3.83898 -0.010 -0.001 -0.009
C 2.26064 -2.04434 -5.20167 -0.006 0.008 -0.013
H 2.44174 -3.73275 -3.88774 -0.002 -0.001 0.001
C -1.55351 2.06198 -1.11751 0.024 0.043 0.022
C -2.74157 2.85905 1.97246 -0.013 -0.012 0.002
H -1.47079 -2.19842 0.32443 -0.046 0.008 -0.059
C 0.31891 2.84985 0.98531 -0.018 -0.002 0.078
C 1.57350 3.91315 2.74574 0.016 0.016 -0.013
H 2.47785 5.13072 -0.28172 0.002 -0.002 -0.001
C -4.29540 -1.43239 -1.47475 -0.001 -0.005 -0.011
```
Positions in Å, forces in eV/Å.

Values from the calculation:
E_LUMO (spin up / spin down): -3.25 / -3.83 eV
HOMO-LUMO gap (spin up / spin down): 7.926 / 7.304 eV
2S+1: 2
Energy above the lowest of the compared OMol25 structures with the same formula, charge and spin: 15.9 kcal per mole
E: -72941.2058 eV
Net charge: +1